The following is a DFT calculation (ωB97M-V with the def2-TZVPD basis set) of a molecular structure, C44H66Cl49F3N3O5 in a non-equilibrium geometry.

Each line ends with the Mulliken charge.
CARTESIAN COORDINATES (ANGSTROEM)
C (1.892, -7.894, 1.800)  -1.06
C (1.541, -7.617, 3.324)  -0.27
C (1.918, -6.130, 3.618)  -0.04
C (1.231, -5.545, 4.920)  -1.20
C (0.769, -4.056, 4.702)  0.42
C (-0.582, -3.849, 5.507)  -1.41
C (-1.607, -3.029, 4.668)  -0.14
N (-2.442, -3.818, 3.744)  1.25
C (-2.000, -5.096, 3.443)  -2.03
N (-2.148, -6.117, 4.257)  0.14
N (-1.523, -5.451, 2.213)  0.53
C (-1.019, -4.352, 1.392)  1.13
C (-0.808, -4.958, -0.022)  -0.96
C (-2.088, -5.265, -0.864)  -0.85
C (-2.395, -6.817, -1.022)  -0.41
C (-1.527, -7.325, -2.204)  0.19
O (-1.866, -8.202, -2.890)  -0.50
O (-0.289, -6.740, -2.520)  -0.45
C (-1.787, -3.001, 1.532)  0.70
C (-2.095, -2.196, 0.240)  -0.68
C (-0.838, -1.846, -0.637)  -0.89
C (0.528, -1.865, 0.108)  0.54
C (1.664, -1.324, -0.855)  -1.55
C (1.748, -2.127, -2.182)  0.10
C (2.805, -1.522, -3.207)  -0.78
C (2.194, -1.610, -4.660)  -0.54
C (1.905, -3.074, -5.130)  0.09
O (3.073, -3.692, -5.703)  -0.37
C (2.766, -4.277, -6.962)  -0.62
C (-3.003, -3.092, 2.580)  1.48
C (-3.353, -1.622, 3.081)  -2.28
O (-4.299, -0.961, 2.203)  -0.52
C (-5.151, -0.147, 2.859)  0.97
F (-5.716, 0.670, 1.953)  -0.17
F (-6.157, -0.900, 3.364)  -0.29
F (-4.585, 0.635, 3.772)  -0.21
C (-4.363, -3.591, 2.007)  -1.19
C (-4.666, -5.077, 1.841)  0.23
O (-4.688, -5.720, 0.884)  -0.39
Cl (-5.155, -5.955, 3.378)  -0.24
H (1.884, -6.939, 1.222)  0.17
H (1.155, -8.558, 1.308)  0.30
H (2.915, -8.304, 1.679)  0.36
H (2.163, -8.335, 3.900)  0.45
H (0.458, -7.835, 3.449)  -0.02
H (3.011, -6.078, 3.785)  0.51
H (1.566, -5.518, 2.765)  -0.29
H (0.413, -6.225, 5.231)  0.37
H (1.996, -5.535, 5.725)  0.45
H (0.556, -3.869, 3.630)  -0.69
H (1.523, -3.359, 5.121)  0.76
H (-0.984, -4.766, 5.971)  0.57
H (-0.310, -3.196, 6.375)  0.41
H (-2.282, -2.555, 5.419)  0.09
H (-1.003, -2.205, 4.244)  0.05
H (-2.902, -6.171, 4.929)  0.36
H (-1.453, -6.853, 4.191)  0.21
H (-2.141, -6.082, 1.706)  0.31
H (0.020, -4.186, 1.768)  -0.57
H (-0.304, -5.943, 0.146)  0.81
H (-0.085, -4.400, -0.649)  -0.38
H (-2.974, -4.686, -0.557)  0.66
H (-1.863, -4.930, -1.895)  0.18
H (-2.239, -7.381, -0.085)  0.43
H (-3.440, -6.870, -1.385)  0.15
H (-0.448, -6.088, -3.218)  0.24
H (-1.090, -2.317, 2.079)  0.06
H (-2.939, -2.578, -0.373)  -0.01
H (-2.450, -1.190, 0.582)  0.84
H (-0.930, -0.861, -1.149)  0.73
H (-0.820, -2.592, -1.466)  -0.22
H (0.877, -2.866, 0.430)  -0.31
H (0.529, -1.165, 0.979)  0.26
H (2.616, -1.499, -0.296)  0.36
H (1.580, -0.227, -0.988)  0.46
H (0.778, -2.136, -2.736)  0.09
H (2.008, -3.203, -2.034)  0.19
H (3.752, -2.095, -3.146)  0.39
H (2.939, -0.439, -3.005)  0.37
H (2.800, -1.058, -5.410)  0.34
H (1.202, -1.101, -4.619)  0.19
H (1.118, -3.072, -5.921)  0.36
H (1.531, -3.738, -4.321)  -0.13
H (3.614, -4.944, -7.226)  0.25
H (1.829, -4.873, -6.959)  0.28
H (2.694, -3.502, -7.766)  0.25
H (-3.838, -1.655, 4.082)  1.05
H (-2.443, -0.984, 3.094)  -0.02
H (-4.544, -3.095, 1.029)  0.47
H (-5.171, -3.212, 2.679)  0.94
C (-0.600, 0.227, 6.848)  -0.20
Cl (0.668, -0.991, 7.107)  -0.09
Cl (-0.855, 0.710, 5.158)  -0.02
Cl (-2.105, -0.397, 7.528)  -0.07
H (-0.317, 1.122, 7.391)  0.47
C (0.187, 7.738, -0.968)  -0.09
Cl (-1.414, 8.247, -0.415)  -0.12
Cl (0.864, 6.547, 0.154)  -0.13
Cl (0.106, 7.113, -2.605)  -0.02
H (0.837, 8.606, -0.971)  0.31
C (0.003, 5.602, -6.530)  0.20
Cl (1.437, 6.488, -7.071)  -0.12
Cl (0.109, 5.272, -4.806)  -0.11
Cl (-1.464, 6.503, -6.909)  -0.11
H (-0.035, 4.651, -7.054)  0.12
C (5.218, 6.833, -7.236)  0.73
Cl (5.981, 8.230, -7.999)  -0.13
Cl (6.056, 5.348, -7.697)  -0.13
Cl (5.180, 7.038, -5.481)  -0.08
H (4.197, 6.766, -7.591)  -0.41
C (-0.663, 5.248, 2.808)  0.83
Cl (-0.335, 3.631, 3.473)  -0.14
Cl (-2.168, 5.265, 1.882)  -0.06
Cl (-0.706, 6.391, 4.168)  -0.11
H (0.147, 5.527, 2.143)  -0.54
C (-5.267, -5.140, -3.227)  0.15
Cl (-6.526, -4.452, -4.252)  -0.12
Cl (-4.809, -6.745, -3.797)  -0.10
Cl (-3.853, -4.071, -3.174)  0.01
H (-5.659, -5.234, -2.220)  0.15
C (-6.407, 3.918, 2.411)  0.11
Cl (-7.978, 4.662, 2.106)  -0.13
Cl (-5.997, 2.782, 1.117)  -0.08
Cl (-5.152, 5.149, 2.578)  -0.08
H (-6.468, 3.365, 3.342)  0.21
C (2.367, 6.383, 3.921)  0.62
Cl (3.239, 6.741, 5.406)  -0.17
Cl (3.256, 6.933, 2.505)  -0.04
Cl (1.974, 4.664, 3.797)  -0.09
H (1.439, 6.943, 3.960)  -0.28
C (7.381, 7.902, 2.408)  0.45
Cl (6.808, 8.341, 0.797)  -0.10
Cl (6.036, 7.846, 3.550)  -0.03
Cl (8.227, 6.349, 2.364)  -0.13
H (8.078, 8.659, 2.739)  -0.20
C (0.411, 10.342, 5.565)  -0.06
Cl (1.547, 9.006, 5.457)  -0.02
Cl (-0.886, 9.969, 4.419)  -0.10
Cl (-0.206, 10.570, 7.203)  -0.12
H (0.911, 11.254, 5.259)  0.32
C (6.354, 4.835, -0.835)  0.16
Cl (5.800, 5.220, -2.470)  -0.05
Cl (4.989, 4.767, 0.285)  -0.03
Cl (7.246, 3.311, -0.822)  -0.14
H (7.022, 5.624, -0.507)  0.07
C (-1.513, -0.053, -6.264)  -0.21
Cl (-1.244, 1.391, -5.283)  -0.08
Cl (-0.022, -0.542, -7.073)  -0.09
Cl (-2.120, -1.373, -5.265)  -0.03
H (-2.256, 0.179, -7.018)  0.39
C (4.329, 3.998, -10.927)  0.08
Cl (3.721, 5.305, -9.908)  -0.04
Cl (3.298, 2.571, -10.788)  -0.12
Cl (4.441, 4.522, -12.609)  -0.13
H (5.324, 3.735, -10.585)  0.24
C (-3.176, 4.201, -9.990)  -0.01
Cl (-1.568, 3.633, -9.520)  -0.09
Cl (-4.418, 3.469, -8.969)  -0.13
Cl (-3.262, 5.961, -9.909)  -0.11
H (-3.356, 3.898, -11.015)  0.34
C (-6.373, -2.364, 8.415)  -0.01
Cl (-5.548, -1.075, 9.295)  -0.11
Cl (-5.238, -3.214, 7.347)  -0.08
Cl (-7.129, -3.496, 9.533)  -0.11
H (-7.148, -1.919, 7.803)  0.30
C (8.127, 11.968, 2.121)  0.01
Cl (6.524, 12.502, 2.632)  -0.11
Cl (8.852, 10.921, 3.349)  -0.14
Cl (8.040, 11.155, 0.551)  -0.10
H (8.759, 12.842, 2.015)  0.35

Output
Orbital gap: 0.284 Ha
Net charge: +1
LUMO level: -3.29 eV
DFT total energy: -25105.1879 a.u.